1.
{
  "formula": "C6H11Cl",
  "method": "ωB97M-V/def2-TZVPD",
  "e_lumo_ev": -0.9,
  "species": ["C", "C", "C", "C", "C", "H", "H", "H", "Cl", "H", "H", "C", "H", "H", "H", "H", "H", "H"],
  "xyz": [[-0.77711, 0.78231, 0.28943], [0.61945, -1.26553, -0.21373], [0.16948, 0.44838, 1.39141], [-2.77689, -0.29602, -0.87764], [0.67885, 0.18192, 0.07966], [0.81518, -1.29484, -1.33147], [-0.66730, 1.86203, -0.02882], [1.59266, 1.49607, -1.29307], [-3.98362, -1.17765, 0.03821], [0.02812, -0.53188, 2.00888], [2.47064, 0.14389, -0.77997], [1.82346, 0.90563, -0.37976], [-1.77934, 0.46804, -0.04004], [-2.27859, -1.08618, -1.42512], [2.44254, 1.61615, 0.18939], [-0.41868, -1.53743, -0.03517], [1.42691, -1.86964, 0.20419], [0.61425, 1.15474, 2.20365]]
}

***

2.
{
  "formula": "C6H11Cl13",
  "method": "ωB97M-V/def2-TZVPD",
  "e_lumo_ev": [2.4, 2.4],
  "multiplicity": 2,
  "total_charge": -1,
  "species": ["H", "C", "C", "C", "H", "H", "Cl", "H", "Cl", "Cl", "Cl", "H", "Cl", "Cl", "Cl", "H", "Cl", "H", "H", "C", "Cl", "H", "C", "Cl", "Cl", "Cl", "Cl", "H", "H", "C"],
  "xyz": [[-11.89633, 7.12256, -12.85978], [-14.59953, 0.69843, -10.45775], [-11.71094, 5.27236, -18.46412], [-13.23512, 0.63282, -19.86183], [-15.14513, 1.23582, -9.68209], [-11.42137, 6.20547, -17.98084], [-10.44556, 7.22471, -14.62292], [-11.22554, 5.15935, -19.43351], [-15.70331, -0.44171, -11.30760], [-13.41318, -0.40454, -9.55568], [-11.07195, 3.92030, -17.43293], [-12.37029, 2.88129, -15.21443], [-11.52427, 4.83418, -13.34079], [-9.30098, 1.16421, -18.78384], [-13.44977, 5.25481, -18.87739], [-13.40059, 0.35724, -18.82030], [-14.36741, 1.91579, -20.36539], [-12.21674, 1.02057, -19.88717], [-9.30759, -0.12756, -16.91428], [-12.98823, 2.00328, -15.40243], [-11.91225, 0.69186, -15.76889], [-8.32185, -0.82217, -18.26495], [-11.80778, 6.54056, -13.77713], [-13.91993, 1.55952, -13.92880], [-13.37093, -0.77542, -21.00998], [-10.65785, -1.38163, -18.47755], [-14.02989, 2.37498, -16.84446], [-12.64507, 6.64672, -14.46690], [-14.13357, 1.34310, -11.20299], [-9.27356, -0.37702, -17.97481]]
}

***

Here are the calculated maximum force numbers, same order: 0.113; 0.055 (Eh/bohr).
Here are the calculated energy above the lowest of the compared OMol25 structures with the same formula, charge and spin numbers, same order: 600.3; 29.1 (kJ/mol).
Here are the calculated electronic energy numbers, same order: -695.16265; -6217.65811 (Eh).